Arrangement P

Below is a gas-phase ion, C5H7N2 (charge +1), with properties calculated with ωB97M-V/def2-TZVPD.

```
! RIJCOSX wB97M-V def2-TZVPD def2/J DEFGRID3
* xyz 1 1
N 1.4970 -1.0547 1.2661
H -0.9421 0.5934 -3.0009
C -1.0109 0.7992 -0.8133
H -0.9442 -0.8897 -2.3839
N 0.5523 -0.3705 0.8151
C 1.6348 -2.0950 3.7133
H 2.1588 -1.8035 4.6643
C -0.5562 0.1187 -2.1388
C 1.5763 -1.5452 2.5065
H 1.1518 -3.0472 3.6152
C -0.2347 0.2582 0.2309
H -0.8853 1.8020 -1.0774
H 0.5276 0.0814 -2.2902
H -2.0994 0.6919 -0.6251
*
```

Summary:
**LUMO energy**: -0.184 Ha
**SMILES string**: C=C=N[N+]#CCC

---

Arrangement Q

Below is a molecular structure, C5H7N2, with properties calculated with ωB97M-V/def2-TZVPD.

```
! RIJCOSX wB97M-V def2-TZVPD def2/J DEFGRID3
* xyz 1 1
H 0.3823 -0.1610 -1.8851
H -1.2275 -1.8886 -0.3299
C 0.2890 -0.6479 0.4023
C -1.0136 -1.3772 0.6900
H -1.8787 -0.8001 0.8376
N 2.1517 0.7901 -0.5520
N 1.3224 -0.6738 1.1900
H -1.1603 1.5021 -1.1620
H -0.9552 -2.0569 1.5908
C 0.5838 0.2150 -0.8614
C 2.0609 0.1793 0.4739
H -0.6012 1.2554 0.5068
C -0.2588 1.2900 -0.5318
H 0.3052 2.3737 -0.3691
*
```

Summary:
**LUMO energy**: -0.248 Ha

---

arrangement P (0.725 eV below the next structure)

---

Arrangement P

Below is 2 unconnected molecules or ions with the total composition C3H5N3O, with properties calculated with ωB97M-V/def2-TZVPD.

```
! RIJCOSX wB97M-V def2-TZVPD def2/J DEFGRID3
* xyz 0 1
C -1.6987 -0.1051 0.2071
N 0.3431 1.1320 -0.6828
H -1.8918 -1.0894 -0.2397
H -2.3694 1.1733 -1.0698
H 2.2643 -1.6303 0.6880
C 1.9053 -0.5605 0.3343
N 2.3838 0.5678 0.0224
H 2.9206 0.7182 -0.8194
C -0.3213 0.3129 -0.1463
N 0.8484 -1.1851 0.5990
O -2.6225 0.8757 -0.1858
H -1.7619 -0.2094 1.2930
*
```

Summary:
**LUMO energy (spin up / spin down)**: -0.029 / -0.029 Ha

---

Arrangement Q

Below is a single C3H5N3O molecule, with properties calculated with ωB97M-V/def2-TZVPD.

```
! RIJCOSX wB97M-V def2-TZVPD def2/J DEFGRID3
* xyz 0 1
N -0.2352 -1.5895 0.8266
N 0.0734 1.7207 1.2588
C 0.1414 1.0925 0.0742
C -0.0687 -0.5432 -0.1500
H -1.0070 -2.2679 0.6285
H -0.1954 -1.4600 -2.1306
H 0.5800 -2.1488 1.0789
N -0.1447 0.6543 -2.1277
C -0.2923 -0.5237 -1.5260
H 0.7067 2.4857 1.2798
O 0.0535 1.5866 -1.1775
H 0.3882 0.9933 1.9649
*
```

Summary:
**LUMO energy**: 0.027 Ha
**SMILES string**: Nc1cnoc1N

---

arrangement Q (2.052 eV below the next structure)

---

Arrangement P

Below is a single C3H5N3O molecule, with properties calculated with ωB97M-V/def2-TZVPD.

```
! RIJCOSX wB97M-V def2-TZVPD def2/J DEFGRID3
* xyz 0 1
H -1.8051 2.0564 -0.1413
N 1.4888 -1.0648 0.0093
H 2.0163 0.6354 0.3258
C -1.2344 1.0211 -0.0311
H 1.5684 -1.4740 0.8752
N 0.2003 0.6532 -0.1514
C 0.2746 -0.6306 -0.2068
H 2.3078 -1.4598 -0.7407
N -1.9508 -0.1413 0.0718
O 1.3285 1.4171 0.1200
H -1.1615 -2.3691 0.0516
C -0.9937 -1.1997 0.0980
*
```

Summary:
**LUMO energy**: 0.018 Ha
**SMILES string**: Nc1cncn1O

---

Arrangement Q

Below is a single C3H5N3O molecule, with properties calculated with ωB97M-V/def2-TZVPD.

```
! RIJCOSX wB97M-V def2-TZVPD def2/J DEFGRID3
* xyz 0 1
C 1.3124 -0.2634 1.2038
H -0.7964 0.9969 1.5119
O 2.5762 -0.3033 0.9160
N -1.9389 0.7942 -0.2813
H -0.2350 -0.7434 -2.9154
C 0.5228 -0.5397 -0.9834
N -0.5085 -0.7013 -1.7252
H 1.6180 -0.8360 -1.3817
C -1.0592 0.5612 0.5620
H -2.7202 1.2303 0.3663
N 0.2593 -0.1393 0.3638
H 0.9694 -0.0563 2.3631
*
```

Summary:
**LUMO energy**: 0.022 Ha
**SMILES string**: [H]/N=C/N(C=O)/C=N/[H]

---

arrangement Q (0.944 eV below the next structure)

---

Arrangement P

Below is a single C3H5N3O molecule, with properties calculated with ωB97M-V/def2-TZVPD.

```
! RIJCOSX wB97M-V def2-TZVPD def2/J DEFGRID3
* xyz 0 1
N 0.1014 0.5932 -0.9823
H -1.2081 1.2184 1.9224
N 0.1840 -1.5685 -0.5076
H -1.1277 2.2976 0.6728
C 0.8252 -0.5845 -1.2204
H 0.4895 1.4748 -1.2883
C -0.3965 -0.8971 0.5956
O 1.9242 -0.6449 -1.7192
H 0.5492 -2.5065 -0.4457
H -0.2163 -1.2971 1.5774
C -0.4454 0.4152 0.2850
N -0.6795 1.4995 1.1102
*
```

Summary:
**LUMO energy**: 0.030 Ha
**SMILES string**: Nc1c[nH]c(=O)[nH]1

---

Arrangement Q

Below is a single C3H5N3O molecule, with properties calculated with ωB97M-V/def2-TZVPD.

```
! RIJCOSX wB97M-V def2-TZVPD def2/J DEFGRID3
* xyz 0 1
C -1.6497 -0.1120 0.0514
H -1.9778 -1.0217 -0.4773
H 2.6059 0.9194 -0.8725
N 0.5563 0.8688 -0.6584
H -2.0462 1.2379 -1.2795
H 2.7025 -1.2890 0.4755
C -0.1500 -0.0598 -0.0447
H -1.9052 -0.2547 1.1050
N 1.8223 0.4209 -0.4799
O -2.3323 1.0338 -0.3811
C 1.8137 -0.7325 0.2098
N 0.5817 -1.0713 0.5042
*
```

Summary:
**LUMO energy**: 0.031 Ha
**SMILES string**: OCc1nc[nH]n1

---

arrangement P (0.106 eV below the next structure)

---

Arrangement P

Below is a single C3H5N3O molecule, with properties calculated with ωB97M-V/def2-TZVPD.

```
! RIJCOSX wB97M-V def2-TZVPD def2/J DEFGRID3
* xyz 0 1
N -1.0722 0.0373 -1.8951
C -0.4665 -1.2045 -0.3429
H 1.7399 1.1694 0.8943
H -1.9379 1.7051 -0.2842
C 1.3034 0.1695 0.9238
N -0.9970 -1.2147 -1.6404
H -0.2701 -2.0491 0.2964
H 2.1004 -0.5616 1.0557
H 0.6043 0.1127 1.7673
C -0.5719 0.4553 -0.5496
N 0.6633 -0.0791 -0.3591
O -1.0956 1.4597 0.1337
*
```

Summary:
**LUMO energy**: -0.001 Ha
**SMILES string**: CN1[C@@H]2N=N[C@@]21O

---

Arrangement Q

Below is a single C3H5N3O molecule, with properties calculated with ωB97M-V/def2-TZVPD.

```
! RIJCOSX wB97M-V def2-TZVPD def2/J DEFGRID3
* xyz 0 1
H -2.2408 -0.6644 -0.3099
H 2.1768 1.3097 -0.1501
O 2.0930 0.6778 0.6633
C 0.1057 -0.3241 1.7896
N -1.2565 -0.5544 0.0973
N -1.1246 -0.7235 1.4171
N -0.2173 -0.0119 -1.9487
H -1.1064 -0.0231 -2.4112
C 0.8859 0.2028 0.8557
C -0.2302 -0.1602 -0.6280
H 0.3848 -0.2818 2.8342
H 0.5296 0.5532 -2.2092
*
```

Summary:
**LUMO energy**: 0.011 Ha
**SMILES string**: Nc1[nH]ncc1O

---

arrangement Q (1.069 eV below the next structure)

---

Arrangement P

Below is a single C3H5N3O molecule, with properties calculated with ωB97M-V/def2-TZVPD.

```
! RIJCOSX wB97M-V def2-TZVPD def2/J DEFGRID3
* xyz 0 1
C -0.0243 -0.5613 0.6343
H -0.7260 -0.8821 -1.7473
C -2.1950 0.1446 0.2273
N -1.4575 0.8673 -0.7382
H 0.5554 0.9352 -0.9870
O -3.2888 0.3159 0.6276
N -1.3213 -1.0394 0.2602
H 0.0685 -0.6477 1.7922
N -1.5036 -0.7854 -1.1231
H -0.2473 1.6934 0.6975
C -0.1300 0.8796 -0.1303
H 0.8443 -1.1257 0.3914
*
```

Summary:
**LUMO energy**: 0.024 Ha
**SMILES string**: [O-][C@]12N3CCN1[N@@H+]32

---

Arrangement Q

Below is a single C3H5N3O molecule, with properties calculated with ωB97M-V/def2-TZVPD.

```
! RIJCOSX wB97M-V def2-TZVPD def2/J DEFGRID3
* xyz 0 1
C -0.0326 0.3216 -0.4118
H -0.2566 -0.9420 2.5366
N 1.2197 -0.2888 -0.1161
H 0.0081 1.0161 -2.3592
H 2.0326 -0.0731 -0.6737
H -0.7360 -0.4179 -2.2021
N -0.5467 0.4586 -1.7279
N -0.0155 -0.7775 1.5742
C -0.8246 0.0652 0.7781
C 1.2990 -0.7292 1.1750
H -1.9095 0.0250 0.8051
O -0.2379 1.3420 0.6216
*
```

Summary:
**LUMO energy**: 0.030 Ha

---

arrangement Q (2.471 eV below the next structure)

---

Arrangement P

Below is a single C3H5N3O molecule, with properties calculated with ωB97M-V/def2-TZVPD.

```
! RIJCOSX wB97M-V def2-TZVPD def2/J DEFGRID3
* xyz 0 1
H -2.0463 1.1055 0.0351
C 1.2388 1.0818 0.2959
N 1.9620 0.0769 -0.0124
H 1.2448 -0.7788 -0.3914
C -1.2190 -0.8050 0.1297
O -2.3193 -1.2372 0.4447
H -0.1780 2.3859 -0.5569
C -0.0430 1.3883 -0.1475
H -0.2376 -2.4059 -0.1387
N -0.0901 -1.4052 -0.2441
N -1.1344 0.6672 0.0766
H 2.8220 -0.0735 0.5088
*
```

Summary:
**LUMO energy**: -0.021 Ha

---

Arrangement Q

Below is a single C3H5N3O molecule, with properties calculated with ωB97M-V/def2-TZVPD.

```
! RIJCOSX wB97M-V def2-TZVPD def2/J DEFGRID3
* xyz 0 1
H -0.7096 -0.5245 2.1730
H -0.4543 -3.2190 -0.7749
H -0.0923 2.8640 -1.0203
O 0.7295 0.5453 -1.8429
C 0.3169 0.8869 -0.7505
H 1.2753 -0.6857 0.4469
N -0.1736 2.0815 -0.3936
C 0.1890 -0.1228 0.4105
H -0.6200 2.1404 0.5148
C -0.0155 -1.4774 -0.0441
N 0.1535 -2.6684 -0.1708
N -0.5989 0.1798 1.4519
*
```

Summary:
**LUMO energy (spin up / spin down)**: -0.008 / -0.008 Ha

---

arrangement P (1.469 eV below the next structure)

---

Arrangement P

Below is a single C3H5N3O molecule, with properties calculated with ωB97M-V/def2-TZVPD.

```
! RIJCOSX wB97M-V def2-TZVPD def2/J DEFGRID3
* xyz 0 1
H 2.2544 -0.0339 -0.1035
H -2.8090 -0.2593 1.0211
H 0.2833 -0.0932 -2.9682
O 1.0039 -0.1209 -2.3177
C -0.9471 0.0571 0.4899
C 0.4400 -0.0503 -1.1143
N 1.2559 -0.1776 -0.0261
N -0.8392 0.0895 -0.9102
H 0.1630 -0.5249 1.9531
H 0.6374 1.1528 1.5111
C 0.4135 0.1539 1.1241
N -1.8561 -0.1931 1.3406
*
```

Summary:
**LUMO energy**: 0.023 Ha
**SMILES string**: [H]/N=C1/CNC(O)=N1

---

Arrangement Q

Below is a single C3H5N3O molecule, with properties calculated with ωB97M-V/def2-TZVPD.

```
! RIJCOSX wB97M-V def2-TZVPD def2/J DEFGRID3
* xyz 0 1
H 1.3853 2.2966 1.2046
O 0.4529 2.3899 0.9677
C -0.6097 -2.2469 0.0226
C 0.0041 -0.1304 -0.3134
H 0.8758 2.7290 -1.0517
H 0.6238 -3.6367 -0.3376
N 0.5391 -2.6284 -0.3661
N -0.8980 -0.8940 0.0239
H -1.4427 -2.8650 0.3549
H -0.7433 2.1141 -0.6053
C 0.3256 2.0712 -0.3796
N 0.8037 0.7091 -0.6580
*
```

Summary:
**LUMO energy**: 0.029 Ha
**SMILES string**: [H]/N=C/N=C=NCO

---

arrangement P (1.586 eV below the next structure)